Entry 1:
18
Properties=species:S:1:pos:R:3:forces:R:3:mulliken_spin:R:1 method="wB97M-V/def2-TZVPD" multiplicity=2 total_energy_ev=-8892.34500 fmax_ev_per_a=1.6 total_charge=+1 gap_ev="12.594 / 7.270" e_lumo_ev="-3.3126 / -8.4250" relative_energy_ev=0.991
C 1.594 0.435 0.064 0.0 0.5 -0.1 -0.009
C 1.718 0.284 -1.457 -0.4 0.0 0.2 -0.008
C 0.613 -0.516 0.653 1.5 -0.3 0.5 -0.089
N -0.760 -0.222 0.598 -1.2 -0.2 -0.8 0.679
C -1.710 -1.254 0.937 -0.1 0.6 0.4 0.001
C -1.298 0.966 -0.015 0.4 0.3 0.5 0.019
O 0.919 -1.553 1.188 -0.1 -0.2 0.0 0.271
H 1.330 1.449 0.349 0.0 0.2 0.0 -0.004
H 2.556 0.249 0.513 0.2 -0.3 0.3 -0.003
H 0.920 0.802 -1.982 -0.1 0.0 -0.1 0.000
H 2.652 0.723 -1.777 0.2 0.0 -0.1 -0.001
H 1.688 -0.770 -1.721 0.2 0.0 -0.2 0.001
H -2.359 -1.388 0.078 -0.1 -0.3 -0.2 0.035
H -1.197 -2.134 1.264 0.1 -0.4 0.0 0.008
H -2.347 -0.870 1.737 -0.1 0.1 0.1 0.040
H -1.793 1.531 0.782 -0.2 0.0 -0.1 0.031
H -0.518 1.585 -0.432 0.1 0.0 -0.1 0.007
H -2.009 0.682 -0.780 -0.3 0.0 -0.1 0.022

Entry 2:
18
Properties=species:S:1:pos:R:3:forces:R:3:mulliken_spin:R:1 method="wB97M-V/def2-TZVPD" multiplicity=2 total_energy_ev=-8891.20106 fmax_ev_per_a=2.8 total_charge=+1 gap_ev="10.912 / 6.198" e_lumo_ev="-3.6048 / -8.3063" relative_energy_ev=2.135
C -0.345 1.549 2.203 -0.1 -0.8 -1.5 0.026
N -0.586 1.263 0.760 -1.7 -0.8 2.0 0.781
C 1.741 -1.134 -1.010 0.0 0.0 0.1 0.007
C 1.251 -0.237 0.122 -0.7 -0.3 0.3 0.056
C -0.325 -0.043 0.239 1.0 0.2 -1.5 0.039
C -1.122 -0.243 -1.074 -0.4 0.0 0.8 -0.006
O -1.053 -1.238 -1.715 0.1 0.0 -0.2 0.004
H -1.295 1.199 2.632 0.1 0.2 0.3 0.050
H 0.456 0.889 2.522 0.2 0.5 0.3 0.000
H -0.239 2.617 2.372 0.2 0.0 0.1 0.016
H -1.520 1.612 0.500 0.6 0.6 -0.6 -0.021
H 2.728 -1.509 -0.741 0.1 0.1 0.0 0.005
H 1.105 -2.004 -1.161 0.0 0.1 -0.1 0.000
H 1.840 -0.562 -1.929 -0.1 -0.2 -0.1 0.000
H 1.536 -0.666 1.076 0.3 0.1 0.2 0.004
H 1.655 0.764 0.030 0.3 0.1 0.0 -0.006
H -0.726 -0.808 0.922 0.1 0.1 0.2 0.046
H -1.893 0.534 -1.269 0.2 0.2 -0.3 0.001

Entry 3:
19
Properties=species:S:1:pos:R:3:forces:R:3:mulliken_spin:R:1 method="wB97M-V/def2-TZVPD" multiplicity=2 total_energy_ev=-10940.71018 fmax_ev_per_a=4.1 total_charge=-1 gap_ev="6.674 / 5.008" e_lumo_ev="3.5860 / 1.9410" relative_energy_ev=7.127
O 2.275 0.114 -0.997 0.1 2.5 1.4 0.317
C 2.074 1.167 -0.320 -1.5 -2.5 -0.8 -0.039
C 0.733 1.647 0.033 2.5 -0.9 -0.1 0.584
C -0.461 0.907 -0.476 0.8 0.7 0.7 -0.006
C -1.367 -0.073 0.435 -0.6 -0.9 -2.8 0.069
C -0.249 -1.541 2.063 3.5 1.6 -1.4 0.001
N -1.505 -0.876 2.064 -0.8 1.6 -1.6 0.017
H 2.877 1.712 0.194 0.5 0.0 -0.3 0.000
H 0.160 -1.975 1.096 -0.9 0.3 0.6 -0.001
H 0.944 2.505 0.727 -1.5 -0.5 -0.5 0.015
H -0.303 0.289 -1.428 0.3 0.0 0.8 -0.005
H -1.122 1.653 -0.849 -1.0 0.8 0.0 0.046
H -1.286 0.275 1.593 0.3 -1.1 2.4 -0.007
H -2.385 0.202 0.263 -0.7 0.2 0.0 -0.005
H 0.466 -0.722 2.290 0.7 -0.5 -0.2 0.002
H 0.057 -2.258 2.789 -1.1 -0.7 1.2 0.001
H -1.189 -0.928 -0.216 -0.3 -0.6 0.5 0.004
H -0.670 -1.578 -3.004 -1.4 2.0 1.2 0.000
O -1.199 -0.824 -2.543 1.4 -1.9 -1.0 0.006

Entry 4:
19
Properties=species:S:1:pos:R:3:forces:R:3:mulliken_spin:R:1 method="wB97M-V/def2-TZVPD" multiplicity=2 total_energy_ev=-10947.17868 fmax_ev_per_a=1.7 total_charge=-1 gap_ev="2.739 / 8.726" e_lumo_ev="3.7258 / 3.6281" relative_energy_ev=0.659
C -1.822 1.619 0.045 1.1 0.0 -1.3 0.323
C -0.753 0.842 -0.717 -1.4 0.3 0.1 -0.817
C 0.208 1.366 -1.538 0.4 -0.3 0.0 0.849
N 0.818 0.318 -2.173 0.0 0.0 0.1 -0.235
C 0.265 -0.865 -1.786 -0.4 0.4 0.1 0.218
C -0.749 -0.560 -0.888 0.7 -0.6 -0.7 0.759
H -2.657 0.987 0.327 0.1 -0.1 0.4 -0.012
H -1.326 2.150 0.853 -0.5 0.0 0.4 -0.086
H -2.218 2.331 -0.688 -0.1 0.2 0.4 -0.042
H 0.517 2.367 -1.774 -0.1 0.2 0.2 -0.080
H 1.643 0.401 -2.727 0.2 0.0 -0.2 -0.087
H 0.641 -1.764 -2.242 -0.2 -0.2 0.3 -0.114
H -1.456 -1.260 -0.477 0.1 0.0 0.2 -0.328
H 1.729 -4.008 3.009 -0.7 0.2 -0.9 -0.310
H 0.752 -3.390 1.931 0.1 0.4 0.2 -0.133
O 1.214 -4.198 2.190 0.6 -0.6 0.7 0.797
H 1.565 1.273 1.597 0.0 -0.4 -0.2 -0.052
H 0.586 0.810 2.715 0.3 -0.1 -0.3 -0.152
O 1.046 1.582 2.344 -0.3 0.5 0.5 0.502

Entry 5:
19
Properties=species:S:1:pos:R:3:forces:R:3:nbo_charge:R:1 method="wB97M-V/def2-TZVPD" smiles="CN[C@H](C=O)[C@H](C)O" total_energy_ev=-10946.41655 fmax_ev_per_a=4.4 gap_ev=9.752 e_lumo_ev=0.9019 relative_energy_ev=2.850
C 0.563 1.098 -2.188 0.2 -0.7 0.3 -0.417
N 0.507 1.225 -0.699 0.2 -1.4 -1.1 -0.628
C -0.074 0.014 -0.151 -1.8 0.5 2.3 -0.154
C 0.614 -0.591 1.048 1.2 2.6 1.1 0.093
C 2.022 -1.112 0.776 -0.3 -1.0 0.5 -0.654
O -0.343 -1.535 1.561 1.3 0.7 0.1 -0.714
C -1.631 0.238 0.291 3.2 -0.7 -1.1 0.421
O -2.159 0.957 -0.462 -2.7 2.9 -2.0 -0.536
H -0.393 0.818 -2.687 0.4 -0.2 0.6 0.182
H 1.325 0.284 -2.296 -0.7 0.7 -0.6 0.190
H 0.858 1.982 -2.757 0.5 0.2 0.7 0.206
H -0.023 1.994 -0.370 -0.6 0.9 -0.1 0.371
H -0.289 -0.727 -0.903 0.6 -0.6 -0.5 0.204
H 0.849 0.254 1.857 -1.1 -1.5 -1.5 0.165
H 2.061 -2.038 0.226 -0.3 -0.5 -0.6 0.196
H 2.707 -0.453 0.280 -0.2 0.8 -0.4 0.243
H 2.513 -1.344 1.702 0.2 -0.1 0.8 0.214
H 0.143 -2.323 1.399 0.0 -1.7 0.2 0.469
H -2.238 -0.275 0.995 0.0 -0.9 1.4 0.148

Entry 6:
19
Properties=species:S:1:pos:R:3:forces:R:3:nbo_charge:R:1 method="wB97M-V/def2-TZVPD" smiles="CCC(=O)NCCO" total_energy_ev=-10948.27690 fmax_ev_per_a=1.4 gap_ev=10.069 e_lumo_ev=0.6261 relative_energy_ev=0.990
C -0.633 0.651 -1.149 -0.1 0.2 0.7 -0.509
C -1.322 0.984 -2.446 0.9 0.7 -0.8 -0.606
C 0.201 -0.606 -1.156 -0.1 -0.8 0.1 0.690
N 0.372 -1.248 0.045 -0.1 0.0 1.2 -0.617
C -0.108 -0.813 1.348 0.3 -0.1 -0.4 -0.235
C 1.036 -0.422 2.265 -0.6 -0.4 -0.4 -0.067
O 1.707 0.695 1.752 0.6 0.3 -0.5 -0.732
O 0.729 -1.030 -2.162 0.1 0.1 -0.2 -0.613
H 0.105 1.359 -0.778 0.1 0.7 -0.4 0.237
H -1.368 0.686 -0.352 -0.2 -0.3 0.0 0.205
H -1.584 2.042 -2.535 -0.2 -0.1 0.4 0.209
H -0.645 0.847 -3.295 -0.1 -0.4 0.1 0.232
H -2.211 0.384 -2.567 -0.2 -0.2 -0.2 0.209
H 1.168 -1.850 0.184 0.1 -0.3 -1.0 0.391
H -0.706 -1.554 1.857 -0.1 -0.8 0.0 0.188
H -0.781 -0.023 1.170 -0.6 1.1 0.2 0.200
H 1.710 -1.289 2.246 0.2 0.2 0.4 0.159
H 0.634 -0.290 3.269 0.2 0.1 0.2 0.175
H 1.696 1.476 2.305 -0.2 -0.2 0.3 0.483

Entry 7:
19
Properties=species:S:1:pos:R:3:forces:R:3:nbo_charge:R:1 method="wB97M-V/def2-TZVPD" total_energy_ev=-10942.82868 fmax_ev_per_a=6.6 gap_ev=8.605 e_lumo_ev=0.0760 relative_energy_ev=6.438
C 0.254 1.375 -1.142 -2.0 -3.3 -1.8 -0.481
C 1.502 0.177 0.688 -1.2 6.5 -0.1 -0.329
C -0.315 2.161 0.807 3.2 2.2 2.5 -0.396
C -0.912 -0.141 0.693 -0.9 -3.1 -4.9 -0.350
C -0.365 -1.469 -0.255 0.8 -4.2 0.5 0.736
H 1.174 1.987 -1.013 -0.5 -1.1 -1.5 0.234
H -0.582 1.975 -1.551 0.4 0.3 1.1 0.227
H -0.074 0.420 -1.718 2.5 1.2 -0.3 0.298
H 1.464 -0.055 1.782 0.2 0.0 -1.3 0.237
H 1.538 -0.567 -0.047 1.1 -1.3 -0.3 0.278
H 2.019 1.214 0.393 0.2 -2.8 1.3 0.172
H -0.582 2.129 1.880 0.5 -0.2 -0.3 0.214
H 0.795 2.921 0.726 -3.9 -2.0 0.2 0.205
H -1.211 2.534 0.298 0.7 0.1 0.0 0.229
H -1.995 -0.083 0.398 1.2 0.7 0.0 0.243
H -0.785 -0.019 1.693 0.1 -0.9 3.2 0.191
N 0.057 0.833 0.243 0.5 3.5 0.8 -0.253
O 0.668 -2.237 0.130 -4.0 3.3 -0.9 -0.760
O -1.061 -1.626 -1.291 1.2 1.2 1.9 -0.693

Entry 8:
19
Properties=species:S:1:pos:R:3:forces:R:3:nbo_charge:R:1 method="wB97M-V/def2-TZVPD" smiles="O=CCCCNCO" total_energy_ev=-10945.67628 fmax_ev_per_a=4.6 gap_ev=9.428 e_lumo_ev=0.8267 relative_energy_ev=3.591
C 0.457 0.226 0.215 1.2 -0.1 1.5 -0.247
N 0.734 -1.159 -0.043 4.0 -1.0 1.8 -0.663
C 2.239 -1.504 -0.055 -3.4 -0.6 -1.6 0.118
O 2.666 -1.184 -1.320 2.1 0.5 -3.5 -0.769
C -0.894 0.069 0.872 0.8 1.4 3.5 -0.408
C -1.894 0.594 0.004 -2.9 1.4 -0.7 -0.486
C -1.989 2.150 0.064 -0.8 -2.8 -2.8 0.429
O -2.036 2.654 -1.026 0.2 1.8 0.3 -0.518
H 1.162 0.710 0.934 -0.2 -1.0 -0.3 0.191
H 0.613 0.862 -0.662 -1.0 0.1 -0.2 0.191
H 0.264 -1.406 -0.888 0.3 -0.6 -0.7 0.354
H 2.378 -2.558 0.209 -0.2 0.0 -0.1 0.152
H 2.880 -0.903 0.581 -0.6 0.3 0.5 0.181
H 2.370 -1.583 -2.198 0.0 0.1 2.7 0.493
H -1.011 -0.985 1.244 0.0 1.2 -0.5 0.245
H -0.941 0.779 1.789 0.2 -1.3 -0.8 0.183
H -2.903 0.330 0.344 -0.2 -0.2 0.0 0.217
H -1.815 0.257 -1.047 0.0 0.5 0.4 0.214
H -2.281 2.652 0.982 0.4 0.3 0.7 0.124

Entry 9:
19
Properties=species:S:1:pos:R:3:forces:R:3:nbo_charge:R:1 method="wB97M-V/def2-TZVPD" smiles="C[C@@H](N)CCC(=O)O" total_energy_ev=-10948.44671 fmax_ev_per_a=2.2 gap_ev=10.381 e_lumo_ev=0.8718 relative_energy_ev=0.820
C 2.395 -0.397 -0.543 0.3 1.8 -1.1 -0.651
C 0.928 -0.838 -0.475 -0.3 0.4 0.3 -0.049
C 0.038 0.418 -0.208 0.9 -0.1 -1.5 -0.403
C -1.331 0.107 0.313 -1.3 0.3 -0.6 -0.509
C -2.282 1.278 0.137 0.2 0.6 1.3 0.803
O -2.663 1.758 1.354 0.7 -1.0 0.3 -0.696
O -2.689 1.806 -0.858 0.2 -0.4 -0.7 -0.598
N 0.633 -1.846 0.546 -0.1 0.4 -0.6 -0.842
H 2.406 0.689 -0.769 -0.2 0.0 1.0 0.209
H 2.936 -0.585 0.383 0.1 0.0 -0.1 0.212
H 3.006 -0.566 -1.440 -0.2 -1.6 0.3 0.225
H 0.611 -1.200 -1.452 0.0 -0.4 0.1 0.189
H 0.602 1.201 0.307 -0.3 -0.2 0.6 0.207
H -0.095 0.835 -1.217 0.0 0.2 0.2 0.219
H -1.377 -0.217 1.345 0.1 -0.1 0.0 0.238
H -1.802 -0.639 -0.342 0.4 -0.3 0.3 0.240
H -3.328 2.416 1.206 -0.7 0.9 -0.3 0.488
H 1.025 -2.744 0.292 0.2 0.1 0.4 0.367
H 0.984 -1.474 1.420 0.2 -0.6 0.2 0.352

Entry 10:
19
Properties=species:S:1:pos:R:3:forces:R:3:nbo_charge:R:1 method="wB97M-V/def2-TZVPD" smiles="C=N[C@H](O)[C@H](C)OC" total_energy_ev=-10945.15287 fmax_ev_per_a=3.8 gap_ev=9.718 e_lumo_ev=0.8409 relative_energy_ev=4.114
C 1.427 -1.831 -0.488 -0.1 0.0 0.0 -0.244
C 1.407 1.718 0.307 -0.5 -0.2 -0.7 -0.084
O 0.716 -0.955 0.357 -3.4 0.0 -0.1 -0.586
N 1.043 1.133 -0.761 -2.7 1.4 -0.3 -0.406
H 0.857 -2.152 -1.369 0.1 0.1 0.1 0.164
H 2.344 -1.331 -0.818 -0.1 0.0 -0.2 0.182
H 1.721 -2.720 0.082 -0.1 0.0 -0.1 0.171
H 2.307 2.347 0.272 0.1 -0.7 0.2 0.174
H 0.865 1.650 1.257 -0.1 0.4 -0.2 0.155
C -1.559 -0.418 1.262 0.0 0.2 0.0 -0.633
C -0.639 0.716 -0.859 3.3 1.1 -0.2 0.214
C -0.816 -0.518 -0.055 2.9 -2.0 1.6 0.074
O -1.456 1.786 -0.490 0.6 -0.2 0.1 -0.706
H -1.065 2.571 -0.904 -0.2 -0.1 0.1 0.487
H -0.694 0.529 -1.930 0.0 0.0 0.0 0.166
H -1.197 -1.344 -0.658 0.1 0.0 0.0 0.196
H -1.275 0.481 1.811 0.0 -0.1 -0.1 0.221
H -2.639 -0.378 1.088 0.2 0.1 0.0 0.223
H -1.349 -1.284 1.895 0.0 0.0 -0.3 0.233

Entry 11:
19
Properties=species:S:1:pos:R:3:forces:R:3:nbo_charge:R:1 method="wB97M-V/def2-TZVPD" total_energy_ev=-10943.30110 fmax_ev_per_a=3.1 gap_ev=8.172 e_lumo_ev=0.5704 relative_energy_ev=5.966
C -1.897 0.279 1.721 0.1 0.4 -0.2 -0.258
O -1.016 -0.140 0.661 0.2 1.6 -0.9 -0.608
H -0.070 -0.875 0.608 2.3 -0.1 -1.4 0.392
H -2.670 0.912 1.289 0.0 0.0 0.1 0.197
H -1.343 0.838 2.477 -0.1 -0.1 0.0 0.190
H -2.355 -0.612 2.148 0.2 0.0 -0.1 0.205
C 1.098 -1.581 -1.568 0.1 0.3 -0.1 -0.692
C -0.153 0.974 -0.110 -2.8 0.6 1.1 0.562
C 1.217 -0.919 -0.225 -0.8 -1.3 1.6 -0.006
C -0.734 1.444 -1.220 0.7 -0.7 0.3 -0.495
O 0.568 1.747 0.723 0.1 -0.9 -0.1 -0.690
N 2.379 -0.804 0.307 0.0 0.3 -0.3 -0.692
H 1.319 1.222 1.046 0.1 0.1 -0.1 0.496
H 2.328 -0.435 1.264 0.0 -0.2 -0.1 0.297
H 0.272 -1.141 -2.132 0.0 0.0 -0.1 0.207
H 0.857 -2.639 -1.426 0.1 0.1 0.0 0.225
H 2.023 -1.488 -2.142 0.0 -0.1 0.0 0.216
H -1.493 0.882 -1.741 0.0 0.0 0.1 0.226
H -0.330 2.337 -1.679 0.0 -0.1 0.0 0.229

Entry 12:
19
Properties=species:S:1:pos:R:3:forces:R:3:nbo_charge:R:1 method="wB97M-V/def2-TZVPD" total_energy_ev=-10942.45010 fmax_ev_per_a=3.0 gap_ev=3.951 e_lumo_ev=-4.4244 relative_energy_ev=6.817
C 1.061 -0.138 -1.163 1.3 -1.9 0.3 -0.339
C -0.237 0.638 -0.611 -2.4 1.5 -1.1 -0.095
C -1.280 -0.465 -0.404 1.2 -0.4 0.9 -0.631
C -0.734 1.591 -1.741 0.6 -1.5 0.9 -0.642
N 0.716 -0.833 -2.269 0.5 0.7 -0.4 -0.183
C 0.320 -0.352 2.466 0.0 -0.1 0.6 0.627
O -0.640 0.420 2.257 0.1 0.1 -0.4 -0.680
O 1.012 -1.026 1.683 0.0 0.0 -0.3 -0.755
H 1.787 0.633 -1.510 -0.7 0.6 0.0 0.328
H 1.472 -0.765 -0.372 0.0 0.4 0.3 0.275
H -0.015 1.174 0.313 0.6 -0.5 0.2 0.289
H -1.452 -0.985 -1.356 -0.4 0.3 -0.1 0.194
H -2.133 -0.082 0.147 -0.2 0.1 -0.4 0.257
H -0.848 -1.219 0.262 0.0 0.0 0.1 0.262
H -1.796 1.804 -1.674 0.1 0.5 0.5 0.235
H -0.681 0.898 -2.552 0.0 0.3 -1.3 0.219
H -0.064 2.431 -1.872 -0.2 0.3 -0.1 0.213
H 0.981 -1.815 -2.190 -0.4 -0.3 0.3 0.351
H 0.587 -0.458 3.549 0.0 0.0 0.0 0.073

Entry 13:
19
Properties=species:S:1:pos:R:3:forces:R:3:nbo_charge:R:1 method="wB97M-V/def2-TZVPD" total_energy_ev=-10944.24991 fmax_ev_per_a=1.6 gap_ev=10.123 e_lumo_ev=0.8456 relative_energy_ev=5.017
C 1.818 -0.523 -0.140 0.7 -1.4 0.5 0.487
C 1.796 -0.898 -1.594 -0.3 0.3 -0.1 -0.716
O 1.347 -1.268 0.728 0.2 0.7 -0.7 -0.675
C 0.346 1.418 -0.310 -0.8 -0.3 1.0 -0.453
C 0.033 2.308 -1.073 0.3 0.4 -0.3 -0.373
H 0.037 -0.693 1.667 -0.7 0.6 0.4 0.454
H 2.574 0.228 0.131 -0.3 0.2 0.1 0.141
H 0.972 -1.572 -1.817 -0.1 0.0 0.1 0.221
H 1.734 -0.010 -2.221 0.0 -0.1 0.0 0.244
H 2.731 -1.416 -1.826 0.1 0.0 0.1 0.232
H -0.072 3.154 -1.706 -0.2 0.1 -0.2 0.219
C -1.911 -0.585 0.938 0.5 0.3 0.1 0.095
N -0.773 -0.017 1.706 0.6 -0.4 -0.6 -0.817
O -2.793 0.452 0.636 -0.3 -0.2 -0.5 -0.710
H -2.650 0.707 -0.289 0.1 0.2 0.4 0.494
H -0.264 0.847 0.956 0.1 -0.6 -0.2 0.399
H -1.041 0.247 2.648 0.1 0.1 -0.1 0.401
H -1.455 -1.024 0.045 -0.2 0.0 0.1 0.185
H -2.430 -1.355 1.520 0.1 0.2 -0.1 0.172